ORCA calculation (ωB97M-V with the def2-TZVPD basis set) on a cluster of 3 separate species, C5H15NO4 in total in a non-equilibrium geometry.

Element x y z (Å)
C  1.36023  1.37519  1.02063
H  1.63449  -0.55871  -0.04240
H  0.50798  1.94223  1.39089
O  0.30785  -2.00210  -1.28389
H  -2.43014  -3.43016  -0.07587
H  -0.90198  1.65056  -0.11604
C  1.77498  0.50727  2.29037
H  1.10962  0.72773  3.16495
H  -1.70261  2.65152  -2.84092
H  -0.49101  -0.91829  1.03378
H  -0.74337  -3.30313  0.20715
H  2.67172  0.61709  2.84654
N  -1.28894  0.81426  0.27854
H  0.19440  -2.54178  -2.07020
H  2.21431  1.93413  0.58552
C  -0.38924  -0.26964  0.20604
O  -1.65982  -1.10418  -1.84229
C  -0.70879  -1.15367  -1.13590
H  -2.17187  0.67103  -0.19150
C  0.99696  0.40428  -0.04455
O  -1.07376  2.14007  -2.34969
H  -0.24981  2.63309  -2.39274
H  1.11127  0.68826  -1.07362
O  -1.72381  -2.92813  0.30888
H  1.65134  -0.54692  2.12634

Computed properties:
Lowest unoccupied orbital energy (spin up / spin down) in eV: -2.8 / -8.2
Energy relative to the best compared isomer or geometry (same formula, charge and spin) in kcal/mol: 16.1
Total charge: +1
Expectation value of S²: 0.7549
Multiplicity: 2
Gap between HOMO and LUMO (spin up / spin down) in hartree: 0.447 / 0.244